1.
# CH3NO3S

The molecule CH3NO3S in a non-equilibrium geometry (wB97M-V/def2-TZVPD, the Open Molecules 2025 dataset).

XYZ file:
```
9
Properties=species:S:1:pos:R:3:lowdin_charge:R:1
O -0.92639 1.53514 0.38402 0.016
C -1.21807 0.52018 -0.20119 -0.494
N -0.44418 -0.56051 -0.27466 -0.104
S 1.19826 -0.07305 0.19047 0.706
O 1.93028 -1.28974 0.31026 -0.346
O 1.65088 1.07323 -0.53932 -0.289
H -2.32247 0.15576 -0.49798 0.157
H -0.92935 -1.58817 -0.81998 0.279
H 1.06102 0.22716 1.44837 0.077
```

Values from the calculation:
HOMO level in eV: -10.727
SMILES: O=CN[SH](=O)=O
Relative energy (zero: lowest compared OMol25 entry of this formula, charge and spin) in eV: 2.675
Orbital gap in eV: 10.4
Net charge: 0

---

2.
# C3H8O3

The molecule C3H8O3 in a non-equilibrium geometry (wB97M-V/def2-TZVPD, the Open Molecules 2025 dataset).

XYZ file:
```
14
Properties=species:S:1:pos:R:3:lowdin_charge:R:1
O 1.66882 0.66590 0.66362 -0.087
C 0.35995 0.64608 1.17436 -0.227
C -0.56512 -0.25719 0.31356 -0.484
O -0.11098 -1.48462 0.39287 -0.003
C -0.75447 0.08593 -1.14980 -0.244
O 0.35227 -0.34276 -1.84965 -0.040
H 1.59916 0.76607 -0.33634 0.117
H 0.00682 1.72925 1.31627 0.136
H 0.41652 0.18848 2.23384 0.147
H -1.58515 -0.09983 0.81386 0.164
H 0.85216 -1.41230 0.67191 0.149
H -1.74093 -0.40502 -1.27346 0.125
H -0.91260 1.19479 -1.35482 0.152
H 0.41355 -1.27477 -1.61622 0.096
```

Values from the calculation:
HOMO level in eV: -10.037
SMILES: OCC(O)CO
Relative energy (zero: lowest compared OMol25 entry of this formula, charge and spin) in eV: 2.004
Orbital gap in eV: 10.8
Net charge: 0

---

3.
# C10H16O

A cluster of 2 separate species, C10H16O in total in a non-equilibrium geometry (wB97M-V/def2-TZVPD, the Open Molecules 2025 dataset).

XYZ file:
```
27
Properties=species:S:1:pos:R:3:lowdin_charge:R:1
C -2.34824 1.98731 -0.06604 -0.052
C -1.26235 1.53061 0.86608 -0.296
C -0.00943 2.11850 0.78656 -0.046
C 1.11086 1.50070 1.33424 -0.032
C 1.00913 0.25320 1.93866 -0.352
O 2.18239 -0.36002 2.23680 0.045
C -0.24285 -0.33161 2.08895 -0.034
C -1.33963 0.39516 1.66349 -0.065
H -2.35388 1.30067 -0.91560 0.080
H -2.20122 3.02735 -0.31497 0.070
H -3.38409 1.95868 0.29229 0.078
H 0.23701 2.92694 0.11101 0.113
H 2.05484 1.98347 1.54809 0.121
H 2.15118 -1.23648 2.62969 0.111
H -0.43231 -1.33671 2.44544 0.117
H -2.32033 -0.02290 1.82888 0.111
C 1.55885 -0.57752 -1.51255 -0.114
C 0.36773 -1.43744 -1.06075 -0.305
C -0.09982 -2.26832 -2.25575 -0.127
H 2.11846 -0.13802 -0.68473 0.052
H 1.21045 0.21706 -2.17335 0.074
H 2.28420 -1.18524 -2.05873 0.068
H 0.72509 -2.02894 -0.21635 0.096
H -0.49095 -0.83867 -0.76193 0.083
H -0.65028 -3.15716 -1.94533 0.067
H -0.61172 -1.61723 -2.96195 0.071
H 0.73692 -2.66340 -2.84217 0.064
```

Values from the calculation:
HOMO level in eV: -8.335
SMILES: Cc1ccc(O)cc1.CCC
Relative energy (zero: lowest compared OMol25 entry of this formula, charge and spin) in eV: 1.357
Orbital gap in eV: 9.1
Net charge: 0